# C3H5BeO2

A molecular structure, C3H5BeO2 at a distorted geometry (ωB97M-V with the def2-TZVPD basis set, the OMol25 dataset).

Structure (XYZ):
```
11
Properties=species:S:1:pos:R:3:forces:R:3:mulliken_charge:R:1
C 1.29225 1.23101 -0.44447 1.4 1.8 -0.9 -0.416
C 1.33381 2.14567 0.49241 0.4 2.2 2.4 0.484
O 1.34225 2.90297 1.38320 0.0 -1.6 -1.8 -0.301
H 1.94881 1.39741 -1.30617 0.0 0.0 0.3 0.413
H 0.75065 -1.17128 0.15629 -3.0 1.0 -1.6 0.527
Be -0.05188 0.50710 -0.63217 0.1 2.7 -1.0 -0.242
O -0.15425 -0.83495 -0.32399 2.2 -4.9 2.2 0.121
C -1.37894 -1.43557 0.09802 -1.4 -1.3 0.6 -0.430
H -2.18338 -0.98890 -0.49753 0.2 -0.1 0.1 0.250
H -1.33725 -2.51585 -0.08664 -0.1 0.4 0.0 0.277
H -1.56206 -1.23763 1.16104 0.2 0.0 -0.3 0.318
```
Forces are in eV/Å.

Output
E   -282.22445 Ha
Spin multiplicity   1
Net charge   +1